9 unconnected molecules or ions with the total composition C7H33N7O9. Source: the OMol25 dataset; level of theory: ωB97M-V/def2-TZVPD.

Each line ends with the natural charge from an NBO analysis.
CARTESIAN COORDINATES (ANGSTROEM)
C: 1.77 -2.79 0.07  -0.256
O: 1.33 -2.88 1.41  -0.542
C: 0.82 -1.64 1.86  -0.070
C: 0.73 -1.63 3.36  -0.062
C: -0.11 -2.76 3.94  -0.621
N: 0.18 -0.31 3.79  -0.854
H: 0.93 -2.52 -0.59  0.187
H: 2.10 -3.78 -0.24  0.190
H: 2.52 -2.01 -0.02  0.162
H: 1.46 -0.81 1.51  0.150
H: -0.17 -1.49 1.41  0.190
H: 1.73 -1.67 3.81  0.168
H: -1.02 -2.86 3.34  0.224
H: -0.37 -2.54 4.97  0.203
H: 0.43 -3.69 3.78  0.232
H: -0.10 -0.36 4.77  0.369
H: 0.91 0.40 3.79  0.358
N: -0.64 -2.71 -4.34  -0.856
C: -1.37 -1.95 -3.46  0.771
N: -0.69 -1.05 -2.72  -0.857
O: -2.60 -2.05 -3.41  -0.677
H: 0.35 -2.61 -4.42  0.373
H: -1.13 -3.28 -5.00  0.403
H: -1.21 -0.70 -1.93  0.409
H: 0.32 -0.99 -2.61  0.410
N: -0.30 5.78 0.53  -0.878
C: -0.77 5.07 -0.58  0.766
N: -1.99 5.46 -1.05  -0.847
O: -0.11 4.17 -1.08  -0.632
H: -1.01 6.15 1.13  0.384
H: 0.58 5.41 0.85  0.401
H: -2.46 4.82 -1.65  0.419
H: -2.45 6.25 -0.65  0.389
N: 4.25 0.34 -2.46  -0.843
C: 3.19 -0.53 -2.40  0.780
N: 3.51 -1.85 -2.64  -0.849
O: 2.04 -0.14 -2.31  -0.674
H: 5.13 0.00 -2.79  0.385
H: 4.08 1.32 -2.36  0.417
H: 2.76 -2.50 -2.76  0.413
H: 4.48 -2.09 -2.71  0.390
O: -2.12 -0.02 2.12  -0.985
H: -2.28 0.90 1.89  0.471
H: -1.21 -0.03 2.48  0.498
O: -2.19 -1.76 -0.12  -1.001
H: -2.79 -1.31 -0.73  0.494
H: -2.22 -1.22 0.68  0.488
O: -0.93 1.24 -0.46  -0.956
H: -0.34 0.51 -0.23  0.476
H: -1.02 1.76 0.34  0.477
O: -0.57 2.75 2.06  -0.952
H: -0.52 3.71 2.07  0.479
H: 0.28 2.47 1.71  0.480
O: -3.89 0.40 -0.88  -0.950
H: -3.04 0.86 -1.00  0.491
H: -4.24 0.73 -0.05  0.464

Charge: 0
Orbital gap in eV: 8.73
SMILES string: COC[C@H](C)N.NC(N)=O.NC(N)=O.NC(N)=O.O.O.O.O.O
Multiplicity: 1
Molar mass in g mol⁻¹: 359.38
E_HOMO in eV: -8.71

A molecular structure, C29H34Cl7CsF12MgN6O11S3. Source: the OMol25 dataset; level of theory: ωB97M-V/def2-TZVPD.

Each line ends with the Mulliken charge.
CARTESIAN COORDINATES (ANGSTROEM)
C: -1.36 1.59 -1.97  -0.942
C: 0.07 1.52 -1.43  -1.248
C: 0.53 0.09 -1.09  -0.288
C: -0.34 -0.34 0.14  0.206
C: -1.40 -1.39 -0.26  -1.702
C: 0.52 -0.63 1.37  0.698
C: 0.41 0.08 2.57  -0.243
N: -0.55 1.06 2.68  -0.175
C: -1.77 0.66 2.73  1.510
C: -2.19 -0.70 3.23  -0.798
C: -2.76 1.69 2.28  -3.494
C: 1.32 -0.22 3.60  -0.627
S: 1.50 0.60 5.23  1.594
O: 2.72 1.34 5.22  -0.685
O: 1.33 -0.43 6.21  -0.696
C: 0.15 1.85 5.57  0.416
F: 0.38 2.12 6.86  -0.260
F: -1.08 1.31 5.50  -0.240
C: 0.24 3.21 4.77  0.811
F: 0.61 4.19 5.57  -0.244
F: -0.98 3.50 4.29  -0.240
F: 1.09 3.11 3.75  -0.183
N: 2.23 -1.15 3.55  -0.971
N: 2.30 -1.85 2.43  1.478
C: 3.31 -2.94 2.48  -0.702
Cl: 2.42 -4.44 2.85  -0.057
C: 4.38 -2.74 3.55  -0.042
C: 4.02 -3.06 5.01  -1.284
Cl: 5.19 -1.16 3.38  -0.148
C: 1.50 -1.65 1.36  1.384
C: 1.65 -2.56 0.18  -1.798
C: 2.79 -2.25 -0.77  0.136
O: 2.82 -2.69 -1.84  -0.290
F: 3.77 -1.49 -0.22  -0.165
H: -2.07 1.11 -1.28  0.005
H: -1.65 2.64 -2.03  0.463
H: -1.43 1.19 -2.98  0.307
H: 0.09 2.05 -0.46  0.252
H: 0.77 2.06 -2.05  0.646
H: 0.40 -0.59 -1.94  0.518
H: 1.57 0.13 -0.78  0.283
H: -0.90 0.56 0.37  0.248
H: -1.06 -2.00 -1.09  0.661
H: -1.70 -2.06 0.54  0.250
H: -2.29 -0.88 -0.66  0.297
H: -1.64 -0.93 4.15  0.265
H: -3.25 -0.77 3.45  0.614
H: -1.98 -1.51 2.52  -0.199
H: -3.67 1.24 1.82  1.572
H: -2.31 2.42 1.60  0.555
H: -3.07 2.25 3.17  0.411
H: 3.81 -3.04 1.52  0.516
H: 5.15 -3.45 3.26  0.547
H: 4.52 -2.32 5.64  0.441
H: 4.41 -4.03 5.29  0.313
H: 2.96 -2.96 5.23  0.282
H: 1.81 -3.59 0.49  0.803
H: 0.76 -2.54 -0.44  -0.007
C: 5.63 1.22 0.48  -0.048
C: 6.09 2.25 -0.44  0.000
N: 6.45 3.07 -1.15  -0.349
H: 5.26 0.35 -0.06  0.000
H: 6.44 0.90 1.13  0.307
H: 4.82 1.60 1.11  0.126
C: -5.15 2.03 -8.50  0.630
F: -5.56 0.93 -9.09  -0.181
F: -4.86 2.96 -9.47  -0.066
F: -6.13 2.52 -7.76  -0.207
S: -3.65 1.66 -7.49  0.996
O: -2.65 1.23 -8.40  -0.575
O: -4.10 0.75 -6.48  -0.617
N: -3.44 3.18 -6.97  -0.353
S: -2.31 3.57 -6.01  0.846
O: -0.97 3.36 -6.39  -0.466
O: -2.51 3.15 -4.49  0.028
C: -2.60 5.40 -5.89  0.675
F: -3.84 5.61 -5.46  -0.224
F: -2.45 5.91 -7.10  -0.187
F: -1.73 5.90 -5.06  -0.163
Mg: -4.63 4.40 -10.98  -0.101
N: -2.91 -4.24 3.13  -0.362
C: -1.73 -4.30 3.75  0.145
C: -1.51 -4.97 4.94  -0.715
C: -2.59 -5.61 5.54  -0.345
C: -3.82 -5.56 4.91  -0.383
C: -3.93 -4.86 3.72  -0.317
H: -0.91 -3.78 3.25  0.451
H: -0.53 -4.98 5.39  0.393
H: -2.46 -6.15 6.47  0.398
H: -4.69 -6.05 5.34  0.388
H: -4.89 -4.81 3.20  0.373
Cl: -4.02 2.48 -4.04  -0.009
C: 1.59 4.73 -4.18  -0.452
Cl: 1.93 3.30 -5.19  -0.181
Cl: 0.24 4.48 -3.09  -0.078
H: 2.48 4.95 -3.59  0.395
H: 1.35 5.57 -4.82  0.287
O: 4.32 -4.52 -3.30  -0.663
Cl: 3.86 -4.21 -4.65  1.693
O: 2.44 -3.91 -4.59  -0.657
O: 4.09 -5.35 -5.50  -0.678
O: 4.58 -3.06 -5.15  -0.653
Cl: -0.30 7.19 -1.91  -0.887
Cs: -4.73 0.53 0.75  1.032

Charge: 0
Orbital gap in eV: 2.14
Multiplicity: 1
Molar mass in g mol⁻¹: 1372.18
E_HOMO in eV: -5.90

C8H13NO5 in the gas phase. Source: the OMol25 dataset; level of theory: ωB97M-V/def2-TZVPD.

Each line ends with the natural charge from an NBO analysis.
CARTESIAN COORDINATES (ANGSTROEM)
C: 2.12 -3.23 0.89  -0.244
O: 1.30 -2.06 0.67  -0.563
C: 1.41 -1.48 -0.64  -0.051
C: 0.74 -0.09 -0.69  -0.209
C: 0.95 0.89 0.44  -0.353
C: 1.39 2.31 0.11  0.783
O: 2.50 2.44 -0.41  -0.587
O: 0.57 3.35 0.42  -0.689
C: -0.43 0.29 0.25  -0.236
C: -1.62 1.11 -0.27  -0.161
N: -1.86 2.20 0.77  -0.838
C: -2.83 0.26 -0.68  0.777
O: -3.95 0.66 -0.43  -0.587
O: -2.57 -0.85 -1.47  -0.675
H: 1.86 -3.98 0.14  0.171
H: 1.96 -3.63 1.88  0.196
H: 3.21 -3.00 0.82  0.173
H: 2.46 -1.42 -0.94  0.179
H: 0.91 -2.10 -1.39  0.170
H: 0.79 0.32 -1.70  0.233
H: 1.52 0.48 1.30  0.261
H: -0.28 2.98 0.71  0.509
H: -0.72 -0.46 0.99  0.239
H: -1.27 1.60 -1.17  0.229
H: -2.60 2.84 0.43  0.393
H: -2.13 1.79 1.65  0.381
H: -3.43 -1.22 -1.67  0.499

Charge: 0
Orbital gap in eV: 10.23
SMILES string: COC[C@@H]1[C@@H](C(=O)O)[C@H]1[C@H](N)C(=O)O
Multiplicity: 1
Molar mass in g mol⁻¹: 203.19
E_HOMO in eV: -9.81

3 unconnected molecules or ions with the total composition C9H8. Source: the OMol25 dataset; level of theory: ωB97M-V/def2-TZVPD.

Each line ends with the natural charge from an NBO analysis.
CARTESIAN COORDINATES (ANGSTROEM)
C: 4.62 1.46 1.16  0.362
C: 3.82 0.72 0.42  -0.732
C: -0.31 -1.34 -1.27  -0.241
C: -1.86 -0.44 0.34  -0.201
C: 0.13 -0.18 -0.71  -0.067
C: -0.75 0.40 0.23  -0.095
C: -1.61 -1.61 -0.59  -0.480
C: 3.18 0.00 -0.45  0.281
C: -0.61 1.74 0.86  -0.653
H: 0.19 -1.97 -2.05  0.236
H: -2.64 -0.34 1.06  0.214
H: -2.55 -1.78 -1.32  0.245
H: -1.45 -2.58 -0.02  0.257
H: 1.70 -0.15 -0.64  0.176
H: -1.13 2.63 0.25  0.230
H: 0.43 2.11 0.97  0.228
H: -1.16 1.35 1.75  0.239

Charge: 0
Orbital gap (spin up / spin down) in eV: 6.41 / 6.04
Multiplicity: 1
Molar mass in g mol⁻¹: 116.16
E_HOMO (spin up / spin down) in eV: -8.50 / -8.45

2 unconnected molecules or ions with the total composition C5H13NO2. Source: the OMol25 dataset; level of theory: ωB97M-V/def2-TZVPD.

Each line ends with the natural charge from an NBO analysis.
CARTESIAN COORDINATES (ANGSTROEM)
C: 1.09 2.33 0.41  -0.626
C: 2.20 1.24 0.43  -0.400
C: 1.63 -0.19 0.63  -0.500
C: 0.41 -0.43 -0.30  0.679
O: 0.52 -0.53 -1.51  -0.663
N: -0.87 -0.38 0.18  -0.642
C: -1.31 -0.57 1.62  -0.423
H: 1.46 3.45 0.35  0.216
H: 0.32 2.27 1.30  0.197
H: 0.55 2.28 -0.54  0.216
H: 2.71 1.39 -0.54  0.216
H: 3.06 1.42 1.11  0.209
H: 1.42 -0.45 1.68  0.209
H: 2.47 -0.85 0.30  0.238
H: -1.58 -0.34 -0.65  0.419
H: -1.62 0.48 1.81  0.208
H: -0.44 -0.82 2.25  0.203
H: -2.01 -1.39 1.81  0.217
O: -2.89 -1.55 -1.41  -0.943
H: -2.15 -1.65 -2.00  0.491
H: -3.36 -0.72 -1.56  0.477

Charge: 0
Orbital gap in eV: 9.95
SMILES string: CCCC(=O)NC.O
Multiplicity: 1
Molar mass in g mol⁻¹: 119.16
E_HOMO in eV: -9.18

C6H11N in the gas phase. Source: the OMol25 dataset; level of theory: ωB97M-V/def2-TZVPD.

Each line ends with the natural charge from an NBO analysis.
CARTESIAN COORDINATES (ANGSTROEM)
C: -1.28 -0.34 -1.52  -0.609
C: -0.58 -0.11 -0.19  -0.035
C: -1.58 0.05 0.96  -0.605
C: 0.57 -1.04 0.10  -0.352
C: 1.48 -0.06 0.32  0.206
N: 2.71 0.03 0.76  -0.799
C: 0.54 1.04 -0.17  -0.420
H: -1.94 0.51 -1.77  0.200
H: -1.90 -1.24 -1.49  0.206
H: -0.57 -0.45 -2.34  0.210
H: -2.25 0.90 0.78  0.200
H: -2.21 -0.85 1.06  0.206
H: -1.08 0.22 1.92  0.209
H: 0.62 -2.12 0.16  0.197
H: 3.17 0.92 0.92  0.392
H: 3.19 -0.76 1.18  0.392
H: 0.75 1.43 -1.17  0.209
H: 0.37 1.88 0.51  0.193

Charge: 0
Orbital gap in eV: 8.46
SMILES string: CC1(C)C=C(N)C1
Multiplicity: 1
Molar mass in g mol⁻¹: 97.16
E_HOMO in eV: -7.52